[1]
A structure of composition C28H45GeN4O2RbSi3 at a distorted geometry, computed with ωB97M-V/def2-TZVPD.

- Total charge: -1
- Multiplicity: 2
- Energy above the lowest of the compared OMol25 structures with the same formula, charge and spin: 1.239 eV
- ⟨S²⟩: 0.753
- Total energy: -120629.61573 eV
- HOMO-LUMO gap (spin up / spin down): 5.466 / 6.408 eV

Structure (XYZ):
```
84
Properties=species:S:1:pos:R:3:mulliken_charge:R:1
Rb 0.1442 1.2739 -1.5663 0.90
O 2.2220 0.1990 -0.6677 -0.84
C 2.8449 0.6817 0.3516 1.00
C 4.2665 0.7218 0.3765 -0.94
C 4.9782 1.2730 1.4181 -0.48
C 4.3173 1.8434 2.5066 -0.84
C 2.9369 1.8259 2.5177 -0.70
C 2.1831 1.2427 1.4931 1.60
C 0.7378 1.2984 1.6413 -1.56
N -0.1245 0.6214 0.9882 0.67
N -1.4345 0.7594 1.3366 -0.43
C -2.2798 1.3146 0.5071 -0.19
O -2.0354 1.8725 -0.6134 -0.99
C -3.6916 1.3492 1.0304 0.38
C -4.7261 1.6552 0.1511 -0.38
C -6.0334 1.7626 0.6015 -0.70
C -6.3210 1.5740 1.9457 -0.32
C -5.2953 1.2594 2.8290 -0.70
C -3.9907 1.1441 2.3760 -0.04
H 4.7870 0.2981 -0.4746 0.28
H 6.0627 1.2646 1.3965 0.39
H 4.8695 2.2903 3.3238 0.36
H 2.3992 2.2627 3.3539 0.34
H 0.3771 1.9880 2.4152 0.17
H -4.4710 1.8051 -0.8904 0.39
H -6.8289 2.0004 -0.0950 0.38
H -7.3385 1.6714 2.3058 0.37
H -5.5163 1.1093 3.8792 0.38
H -3.1835 0.8903 3.0490 0.42
C -1.7482 6.7053 -0.2348 -1.23
C -0.6167 5.8788 -0.7471 0.50
C 0.7417 6.1067 -0.7284 -0.83
C 1.3248 4.9644 -1.3200 0.73
N 0.3833 4.1158 -1.6933 -0.59
N -0.7837 4.6806 -1.3422 0.30
C 2.7719 4.6397 -1.4971 -1.11
H -1.3971 7.7136 -0.0262 0.33
H -2.1487 6.2812 0.6878 0.26
H -2.5572 6.7607 -0.9640 0.33
H 1.2503 6.9718 -0.3354 0.36
H -1.6252 4.1222 -1.3986 0.23
H 3.3691 5.5491 -1.5461 0.37
H 2.9251 4.0606 -2.4070 0.29
H 3.1274 4.0361 -0.6581 0.10
C 1.1684 -2.2952 -3.9145 -1.11
Si 1.8564 -2.7859 -2.1961 0.68
C 1.8809 -4.6963 -2.2532 -1.13
C 3.6909 -2.2894 -2.2097 -0.86
Ge 0.5038 -1.7032 -0.4966 0.32
Si 1.1430 -2.8069 1.5388 0.20
C 0.1293 -2.1868 3.0229 -0.97
C 2.9894 -2.6357 1.9632 -0.93
C 0.8424 -4.6963 1.5135 -0.96
Si -1.7129 -2.6910 -0.9303 0.71
C -1.8447 -4.5469 -1.3833 -1.17
C -2.4814 -1.8046 -2.4390 -0.92
C -2.9581 -2.4084 0.4749 -0.71
H 1.8700 -2.5323 -4.7184 0.42
H 0.9516 -1.2242 -3.9638 0.20
H 0.2375 -2.8318 -4.1172 0.25
H 2.4040 -5.0604 -3.1413 0.35
H 0.8646 -5.0968 -2.2683 0.20
H 2.3854 -5.1035 -1.3734 0.27
H 4.1367 -2.4023 -3.2013 0.44
H 4.2668 -2.8954 -1.5047 0.29
H 3.7820 -1.2472 -1.9027 -0.08
H 0.0568 -1.0971 3.0172 0.17
H 0.5643 -2.4996 3.9756 0.45
H -0.8902 -2.5775 2.9705 0.25
H 3.3040 -1.5886 1.9483 0.10
H 3.5961 -3.1719 1.2276 0.24
H 3.2144 -3.0471 2.9502 0.42
H -0.2271 -4.9178 1.4696 0.20
H 1.2483 -5.1779 2.4069 0.38
H 1.3135 -5.1563 0.6410 0.16
H -1.3472 -4.7387 -2.3375 0.28
H -2.8872 -4.8614 -1.4784 0.36
H -1.3678 -5.1781 -0.6296 0.28
H -1.8913 -1.9685 -3.3443 0.23
H -2.5360 -0.7262 -2.2597 0.07
H -3.4963 -2.1635 -2.6305 0.39
H -2.7140 -3.0042 1.3585 0.29
H -3.9737 -2.6640 0.1611 0.40
H -2.9454 -1.3598 0.7780 -0.07
```

---

[2]
An isolated molecule of C16H18ClN5O2S, computed with ωB97M-V/def2-TZVPD.

- Total charge: 0
- Structure (SMILES): C/C(CC(=O)Nc1ccc(C)c(Cl)c1)=N\NC(=O)Cc1cnc(N)s1
- Total energy: -51787.99366 eV
- HOMO-LUMO gap: 8.715 eV

Structure (XYZ):
```
43
Properties=species:S:1:pos:R:3:mulliken_charge:R:1
C -0.4122 -2.3021 -2.6738 -1.42
C -1.1047 -2.2487 -1.3578 1.16
N -1.7886 -1.2798 -0.8854 -0.93
N -2.0508 -0.1393 -1.6072 0.34
C -2.5098 -0.0411 -2.8807 0.62
O -2.7115 -0.9801 -3.6169 -0.62
C -2.7772 1.4131 -3.2876 -1.01
C -1.5901 2.2795 -3.0595 0.70
C -0.5887 2.5919 -3.9174 -0.80
N 0.4041 3.3834 -3.4336 -0.62
C 0.2150 3.6958 -2.2036 0.56
N 1.0704 4.4047 -1.4336 -0.42
H 0.7225 4.8163 -0.5848 0.23
H 1.7963 4.9018 -1.9226 0.26
S -1.2700 3.0317 -1.5048 -0.23
H -0.5335 2.2691 -4.9411 0.43
H -3.0339 1.4087 -4.3480 0.33
H -3.6361 1.7798 -2.7202 0.36
H -2.1461 0.6693 -1.0044 0.27
C -0.9197 -3.4052 -0.4208 -1.31
H -1.8406 -3.5910 0.1341 0.36
H -0.6328 -4.3052 -0.9615 0.40
C 0.1791 -3.0891 0.6076 0.72
O 1.1443 -3.7976 0.7652 -0.64
N -0.1009 -1.9496 1.2880 -0.09
C 0.6659 -1.2958 2.2515 0.78
C 1.7812 -1.8687 2.8540 -0.61
C 2.4846 -1.1595 3.8091 -0.75
C 2.1186 0.1230 4.1978 0.59
C 1.0011 0.6766 3.5786 0.33
C 0.2775 -0.0103 2.6236 -0.72
H -0.5854 0.4509 2.1668 0.45
Cl 0.4890 2.2761 4.0047 -0.25
C 2.8841 0.8815 5.2348 -1.60
H 3.2621 1.8153 4.8200 0.35
H 2.2368 1.1332 6.0743 0.35
H 3.7215 0.2942 5.6004 0.37
H 3.3473 -1.6163 4.2705 0.30
H 2.0915 -2.8593 2.5678 0.49
H -0.9199 -1.4453 0.9561 0.17
H 0.0021 -1.3225 -2.9168 0.32
H 0.3825 -3.0428 -2.6598 0.44
H -1.1250 -2.5466 -3.4632 0.33
```

---

[3]
A cluster of 3 separate species, C2H9OS in total at a distorted geometry, computed with ωB97M-V/def2-TZVPD.

- Total charge: +1
- Energy above the lowest of the compared OMol25 structures with the same formula, charge and spin: 2.324 eV
- Total energy: -15093.19282 eV
- HOMO-LUMO gap: 9.627 eV

Structure (XYZ):
```
13
Properties=species:S:1:pos:R:3:mulliken_charge:R:1
O -1.4489 0.0862 -0.9237 -0.54
H -2.1454 0.0556 -0.2849 0.29
H -3.7071 -0.5434 2.1132 0.08
H -1.6325 0.8469 -1.4154 0.28
C 2.2431 0.7558 0.1860 -0.83
C 1.4037 -0.4570 0.0746 0.19
S 1.2935 -1.2641 -1.3738 0.04
H 2.3308 1.1366 1.2108 0.32
H 3.2329 0.4162 -0.2138 0.35
H 1.8408 1.4883 -0.4867 0.30
H -4.0522 -0.2983 1.4655 -0.07
H 0.6955 -0.7969 0.8511 0.33
H -0.0542 -1.4259 -1.2029 0.27
```

---

[4]
A cluster of 2 separate species, C4H14N in total at a distorted geometry, computed with ωB97M-V/def2-TZVPD.

- Total charge: +1
- Energy above the lowest of the compared OMol25 structures with the same formula, charge and spin: 2.055 eV
- Total energy: -5856.79831 eV
- HOMO-LUMO gap: 10.861 eV

Structure (XYZ):
```
19
Properties=species:S:1:pos:R:3:mulliken_charge:R:1
C -3.2252 -0.4900 0.4482 -1.12
C -2.0615 -1.0802 -0.3634 -0.37
H -3.0294 -0.6166 1.4374 0.36
H -3.5324 0.5226 0.3258 0.35
H -3.9731 -1.1139 0.1147 0.34
H -1.1637 -0.4331 -0.4067 -0.13
H -2.5039 -1.1249 -1.4198 0.29
H -1.7844 -2.0462 0.0804 0.28
C 1.4295 1.6946 0.2556 -0.84
N 2.5437 0.6568 0.0927 -0.26
C 1.8875 -0.6285 -0.2932 -1.02
H 1.9818 2.5859 0.5868 0.35
H 0.6390 1.3787 0.8501 0.37
H 1.1927 1.9651 -0.7542 0.38
H 3.2733 0.8261 -0.5947 0.36
H 3.1913 0.7799 0.8988 0.38
H 1.3057 -0.6333 -1.1391 0.47
H 2.6030 -1.2801 -0.6183 0.42
H 1.2262 -0.9629 0.4987 0.39
```

---

[5]
An isolated molecule of C5H8O at a distorted geometry, computed with ωB97M-V/def2-TZVPD.

- Total charge: 0
- Structure (SMILES): C=C/C=C(/C)O
- Energy above the lowest of the compared OMol25 structures with the same formula, charge and spin: 1.468 eV
- Total energy: -7360.78724 eV
- HOMO-LUMO gap: 9.440 eV

Structure (XYZ):
```
14
Properties=species:S:1:pos:R:3:mulliken_charge:R:1
C 2.4528 0.3421 -1.0832 -0.81
C 1.4058 -0.2504 -0.5240 -0.07
C 0.0274 0.2852 -0.4542 -0.51
C -0.7833 -0.0142 0.5728 0.72
O -0.3033 -0.4948 1.7524 -0.51
C -2.2568 0.0944 0.5553 -1.21
H 2.4013 1.3992 -1.3071 0.29
H 3.3624 -0.2178 -1.2324 0.26
H 1.5203 -1.2824 -0.1912 0.34
H -0.4773 0.3794 -1.4056 0.21
H 0.6623 -0.4835 1.6943 0.35
H -2.7139 -0.8915 0.3872 0.27
H -2.6930 0.4142 1.4987 0.35
H -2.6047 0.7201 -0.2631 0.33
```